[1]
A structure of composition C25H38F5IrN4O2PSbSe, computed with ωB97M-V with the def2-TZVPD basis set.

Atoms and positions in Å:
Ir1 0.64733 -0.65860 -0.74949
C1 1.60016 -0.13271 -4.88552
C2 0.97455 -0.25280 -3.53910
N1 1.66299 -0.30714 -2.44239
O1 3.03953 -0.32902 -2.47254
C3 -0.44476 -0.35802 -3.34218
C4 -1.45957 -0.20748 -4.42564
N2 -0.80195 -0.59191 -2.09023
O2 -1.98430 -0.69070 -1.71004
H1 2.46817 0.52651 -4.86691
H2 0.88692 0.26563 -5.60176
H3 1.91028 -1.11874 -5.24462
H4 3.31749 -0.79136 -3.28012
H5 -1.24127 -0.87703 -5.25823
H6 -1.48155 0.81422 -4.81025
H7 -2.44381 -0.44897 -4.03620
F1 6.40462 -3.33627 0.80244
C5 5.17140 -3.28802 0.34419
C6 4.10756 -3.15156 1.22360
F2 4.32149 -3.06649 2.53068
C7 2.82207 -3.08850 0.72123
F3 1.81280 -2.94944 1.61185
C8 2.54312 -3.14884 -0.63521
Se1 0.76694 -3.06013 -1.30984
C9 3.63160 -3.28507 -1.49159
F4 3.44504 -3.32541 -2.81344
C10 4.93009 -3.35661 -1.02326
F5 5.94251 -3.46848 -1.86781
N3 -2.32859 -1.92386 3.17918
C11 -2.31609 -2.74734 1.91622
C12 -1.83752 -1.88724 0.76329
N4 -0.48228 -1.34551 1.01258
C13 -0.51027 -0.53607 2.24859
C14 -0.96684 -1.34430 3.45089
H8 -2.63911 -2.48818 3.97236
H9 -3.00763 -1.16486 3.07472
H10 -3.32598 -3.11199 1.73740
H11 -1.65756 -3.59634 2.10377
H12 -2.50896 -1.04461 0.58990
H13 -1.83592 -2.48355 -0.14457
H14 0.12178 -2.15943 1.17974
H15 -1.17299 0.31408 2.07545
H16 0.48376 -0.13940 2.45298
H17 -1.02890 -0.72255 4.34213
H18 -0.30388 -2.18734 3.65153
C15 2.38556 2.44975 -1.14687
P1 1.92196 1.26601 0.15534
C16 3.49793 0.59760 0.77778
C17 1.28388 2.33969 1.46296
C18 -0.08372 2.59537 1.51817
C19 -0.59498 3.48439 2.45165
C20 0.26066 4.12116 3.33905
C21 1.62888 3.88423 3.27825
C22 2.14329 3.00289 2.34106
H19 2.93624 3.27154 -0.68729
H20 1.48163 2.85003 -1.60571
H21 3.00738 1.97898 -1.90227
H22 4.21550 1.40480 0.92334
H23 3.90803 -0.11095 0.05856
H24 3.33076 0.09749 1.73269
H25 -0.74946 2.13008 0.79375
H26 -1.65795 3.68960 2.47530
H27 -0.13322 4.81355 4.07087
H28 2.29759 4.39411 3.95838
H29 3.21336 2.84453 2.30482
C23 -5.07148 -0.17132 -0.30146
Sb1 -3.69974 1.40057 0.21364
C24 -5.15766 2.58387 1.25362
C25 -3.83009 2.44109 -1.64679
H30 -5.96315 0.25954 -0.75469
H31 -5.37974 -0.71951 0.59076
H32 -4.61227 -0.86097 -1.00907
H33 -5.99284 2.81169 0.59333
H34 -4.71804 3.51715 1.60227
H35 -5.53185 2.03698 2.11874
H36 -4.86000 2.75525 -1.80609
H37 -3.52545 1.77563 -2.45325
H38 -3.18348 3.31660 -1.64461

Properties
Largest force on an atom in eV/A: 0.60
ΔE to the lowest compared entry with this formula, charge and spin in eV: 2.360
Total energy in eV: -134178.958
Frontier orbital gap in eV: 6.47
Net charge: +2
LUMO energy in eV: -6.6
HOMO in eV: -13.098

Atomic partial charges in e from the Mulliken method, atoms 1 to 4:
1 Ir 0.4283
2 C -2.1207
3 C 0.6371
4 N 1.4337

---

[2]
A structure of composition C25H38FeP2 at a distorted geometry, computed with ωB97M-V with the def2-TZVPD basis set.

Atoms and positions in Å:
P1 0.22864 -2.61877 0.37129
P2 -0.20280 1.89361 0.65751
C1 0.08438 -1.00968 -0.79185
C2 0.46755 0.51289 -0.45664
H1 -0.81957 -1.07791 -1.42274
H2 0.95843 -1.28813 -1.37555
H3 1.56807 0.59237 -0.48024
H4 0.08245 0.99199 -1.35873
C3 -1.69487 2.58861 -0.07134
H5 -2.19690 3.14877 0.72776
H6 -2.36467 1.79039 -0.41928
H7 -1.43513 3.25819 -0.89789
C4 1.12185 3.08441 0.79213
H8 0.95023 3.89463 0.06392
H9 2.08071 2.58603 0.59330
H10 1.11632 3.48599 1.81274
C5 -0.94816 -3.89991 -0.04730
H11 -1.05297 -4.59661 0.80046
H12 -0.60137 -4.44756 -0.93775
H13 -1.92693 -3.44062 -0.25745
C6 1.91964 -3.19205 0.16505
H14 2.59465 -2.32890 0.25365
H15 2.05198 -3.67385 -0.81597
H16 2.14084 -3.90210 0.97596
Fe1 -0.51790 -0.46487 0.95404
C7 0.44250 1.02903 -3.51039
C8 -0.88961 0.98003 -3.30718
C9 -1.79950 0.28154 -4.26862
C10 -1.50180 -1.22308 -4.54737
C11 -0.69460 -1.94887 -3.51320
C12 0.65158 -1.96031 -3.51047
C13 1.47693 -1.16684 -4.48664
C14 1.14116 0.34146 -4.65268
C15 0.05035 -2.28437 2.18638
H17 1.08647 1.71578 -2.94639
H18 -1.39811 1.64093 -2.59994
H19 -1.77993 0.79275 -5.24641
H20 -2.83888 0.36188 -3.92182
H21 -2.47299 -1.73311 -4.61606
H22 -1.03292 -1.30627 -5.54074
H23 -1.26062 -2.58641 -2.82880
H24 1.22314 -2.69812 -2.93104
H25 1.42044 -1.62550 -5.48954
H26 2.53381 -1.23199 -4.18863
H27 2.10021 0.86943 -4.77359
H28 0.60383 0.47960 -5.60530
H29 0.95450 -1.92156 2.70474
H30 -0.19961 -3.27688 2.59450
H31 -0.82476 -1.63540 2.39293
C16 1.95929 1.70593 5.72804
C17 2.44842 1.17698 4.52228
C18 1.60816 1.07179 3.41156
C19 0.23389 1.39485 3.48847
C20 -0.71322 1.25631 2.34194
C21 -2.10893 1.24344 2.66414
C22 -2.55870 1.62794 3.92540
C23 -1.67503 2.00034 4.93411
C24 -0.28193 1.83304 4.75781
C25 0.62399 2.04665 5.82659
H32 2.61940 1.83014 6.58201
H33 3.48595 0.85084 4.46345
H34 2.04448 0.70690 2.48074
H35 -2.82982 0.98263 1.87695
H36 -3.62626 1.67078 4.13072
H37 -2.04368 2.36518 5.89486
H38 0.21793 2.45563 6.74212

Properties
2S+1: 5
Largest force on an atom in eV/A: 4.74
ΔE to the lowest compared entry with this formula, charge and spin in eV: 4.722
Total energy in eV: -79495.117
Frontier orbital gap (spin up / spin down) in eV: 3.60 / 6.00
LUMO energy (spin up / spin down) in eV: 0.5 / 0.3
HOMO (spin up / spin down) in eV: -3.085 / -5.720

Atomic partial charges in e from the Mulliken method, atoms 1 to 4:
1 P 1.6220
2 P 1.7433
3 C 0.0800
4 C -0.0887

---

[3]
A structure of composition C25H38N4NiO2SSi at a distorted geometry, computed with ωB97M-V with the def2-TZVPD basis set.

Atoms and positions in Å:
Ni1 0.35993 1.18125 -0.14823
N1 0.72459 1.12968 -2.19630
C1 2.18551 1.04647 -2.38223
C2 2.92426 1.72893 -1.23111
N2 2.37147 1.23719 0.09875
C3 2.90301 2.14446 1.23121
C4 2.70088 1.56906 2.64024
N3 1.37808 1.31847 3.08232
H1 0.11930 0.39493 -2.54785
H2 0.26148 2.01645 -2.43143
H3 2.53258 1.59461 -3.27693
H4 2.54507 0.01116 -2.46193
H5 2.84074 2.79740 -1.33292
H6 3.98911 1.47227 -1.28975
H7 2.77537 0.32778 0.28277
H8 2.40509 3.10089 1.09426
H9 3.99761 2.29017 1.11869
H10 3.18852 2.34070 3.26898
H11 3.36519 0.68563 2.77502
H12 0.68902 1.63223 2.38877
H13 1.22351 0.34935 3.31573
C5 -2.49961 2.76596 1.72852
C6 -1.99839 3.98412 1.03224
C7 -2.80878 5.06302 0.79570
C8 -2.30328 6.21193 0.19367
C9 -0.97256 6.28104 -0.23123
C10 -0.16472 5.17940 -0.12623
C11 1.24141 5.21190 -0.67541
C12 -0.63970 3.93191 0.51433
N4 0.12973 2.94567 0.70072
H14 -3.56676 2.77539 1.91558
H15 -1.91903 2.67292 2.66358
H16 -2.20153 1.90331 1.12782
H17 -3.85930 5.04064 1.11492
H18 -2.97325 7.04271 0.04493
H19 -0.61512 7.20318 -0.69376
H20 1.64538 6.23554 -0.72374
H21 1.24825 4.78008 -1.67761
H22 1.92322 4.59219 -0.07645
C13 -3.92307 -0.17091 0.52120
Si1 -2.50280 -0.31418 -0.73598
C14 -1.89116 -2.11088 -0.52859
C15 -3.28010 -0.23697 -2.47501
O1 -1.43447 0.84293 -0.68872
H23 -4.57319 -1.03415 0.46708
H24 -4.49631 0.73979 0.36513
H25 -3.50982 -0.12922 1.53539
H26 -2.72716 -2.80727 -0.64897
H27 -1.40781 -2.26187 0.43127
H28 -1.14085 -2.38914 -1.27064
H29 -3.94146 -1.07699 -2.66221
H30 -2.49355 -0.23342 -3.24702
H31 -3.86035 0.66631 -2.59774
C16 -0.79324 -7.82767 0.25412
C17 0.41612 -8.50168 -0.34488
O2 0.45796 -9.59642 -0.84445
S1 1.95196 -7.58058 -0.31647
C18 1.66380 -5.87664 -0.03199
C19 2.02557 -5.24983 1.19902
C20 1.83252 -3.87803 1.36207
C21 1.32173 -3.12143 0.28190
C22 1.05611 -3.71256 -0.96670
C23 1.25030 -5.09226 -1.13370
C24 1.12801 -1.75342 0.42138
C25 0.76055 -0.55028 0.36036
H32 -1.27835 -8.59719 0.89356
H33 -1.49086 -7.48416 -0.53228
H34 -0.48829 -6.95671 0.82147
H35 2.39949 -5.84034 2.04166
H36 2.10958 -3.38500 2.30344
H37 0.72100 -3.07311 -1.78338
H38 0.99182 -5.59675 -2.07596

Properties
2S+1: 3
Largest force on an atom in eV/A: 4.81
Total energy in eV: -96351.212
Frontier orbital gap (spin up / spin down) in eV: 3.06 / 3.11
Net charge: -2
LUMO energy (spin up / spin down) in eV: 3.9 / 3.9
HOMO (spin up / spin down) in eV: 0.811 / 0.756

Atomic partial charges in e from the Mulliken method, atoms 1 to 4:
1 Ni 0.0804
2 N -0.4528
3 C -0.7237
4 C -0.6518